Record 1
ORCA calculation (ωB97M-V/def2-TZVPD) on a single C17H19NO5S2 molecule.

Last column: natural (NBO) charge in e.
Positions of all 44 atoms, in Å:
S  -2.0907  0.0339  1.0353  2.3607
S  0.4186  3.4958  0.5774  0.5299
O  -3.0822  0.6567  1.8569  -0.9398
O  5.3302  -1.4403  -0.9257  -0.5046
O  2.8452  0.9846  -1.2217  -0.5066
O  3.3433  2.9913  -0.3184  -0.5839
O  -1.4124  -1.1304  1.5186  -0.9384
N  -2.7671  -0.3226  -0.4248  -0.6880
C  4.4877  -0.6563  -0.5741  0.5633
C  0.3629  0.9803  0.0309  -0.1726
C  1.6793  -1.1686  2.5851  -0.1869
C  1.1623  2.0878  -0.0987  -0.3398
C  1.8593  -2.1616  1.6365  -0.2064
C  2.5535  2.1126  -0.5529  0.7802
C  3.4070  0.1392  1.5491  -0.1589
C  2.4680  -0.0297  2.5506  -0.2267
C  -5.0327  0.5876  -0.6234  -0.6119
C  -3.5649  0.7403  -1.0028  -0.2238
C  2.8105  -2.0100  0.6438  -0.1798
C  -2.0562  -1.2291  -1.2946  -0.2228
C  4.2142  0.6332  -1.3609  -0.1923
C  -3.0030  -2.2057  -1.9844  -0.6113
C  -0.8484  1.2747  0.6739  -0.4064
C  -0.9630  2.5885  1.0181  -0.3593
C  3.5739  -0.8468  0.5794  -0.1696
H  -5.6164  1.3980  -1.0524  0.2077
H  4.8478  1.4461  -0.9829  0.2392
H  0.6495  -0.0037  -0.2881  0.2571
H  -5.4206  -0.3607  -0.9843  0.2063
H  4.4359  0.4707  -2.4188  0.2239
H  -2.4303  -2.9166  -2.5740  0.2176
H  -3.4416  0.7243  -2.0889  0.2027
H  -5.1219  0.6141  0.4585  0.2338
H  2.9570  -2.7746  -0.1048  0.2233
H  -1.4740  -0.6737  -2.0453  0.1781
H  -1.3698  -1.7786  -0.6490  0.2345
H  2.3459  0.7372  3.3011  0.2195
H  1.2475  -3.0495  1.6687  0.2228
H  4.0241  1.0260  1.5325  0.2158
H  -3.5786  -2.7470  -1.2393  0.2180
H  -3.6897  -1.6808  -2.6436  0.2025
H  -1.7893  3.0454  1.5251  0.2633
H  0.9211  -1.2838  3.3430  0.2279
H  -3.1919  1.7017  -0.6305  0.2016

Atoms 1-3, force components in eV/Å:
S 0.296 0.228 -0.175
S -0.099 -0.546 -0.019
O -0.103 0.275 -0.200

Calculated values
**Multiplicity**: 1
**Net charge**: 0


Record 2
ORCA calculation (ωB97M-V/def2-TZVPD) on a molecular structure, C4H10O3.

Last column: natural (NBO) charge in e.
Positions of all 17 atoms, in Å:
O  1.8667  -1.0635  0.3896  -0.7132
O  -1.1964  0.8859  -1.0914  -0.5421
O  -0.8083  -1.2912  0.2081  -0.7295
C  1.0855  -0.8056  1.5311  -0.1097
C  -0.7352  1.4496  0.0601  -0.1603
C  -0.3289  -0.4016  1.1352  0.0475
C  -0.1946  0.8013  -2.1052  -0.2581
H  0.0726  1.8040  -2.4501  0.1932
H  1.5771  -0.0080  2.0974  0.1902
H  1.3259  -1.6571  -0.1526  0.4779
H  -0.6258  0.2209  -2.9239  0.1906
H  -0.9797  -0.2329  1.9957  0.1703
H  0.6959  0.3010  -1.7076  0.1918
H  0.1293  0.8394  0.5629  0.2160
H  -1.3250  -0.7728  -0.4492  0.4939
H  -1.5890  1.6245  0.7148  0.1649
H  1.0298  -1.6938  2.1852  0.1767

Atoms 1-3, force components in eV/Å:
O -0.069 -0.159 -0.142
O -0.016 0.036 0.035
O -0.240 -0.014 -0.047

Calculated values
**Multiplicity**: 1
**Net charge**: 0


Record 3
ORCA calculation (ωB97M-V/def2-TZVPD) on a molecular structure, C27H38ClGeN4RuS.

Last column: Löwdin charge in e.
Positions of all 73 atoms, in Å:
Ru  1.3418  -1.3569  -0.8552  0.5392
Ge  -1.8840  -0.8689  -0.0757  0.8770
Cl  3.3910  -1.6325  0.5865  -0.0768
S  1.1095  0.9010  -1.2206  0.7023
N  2.7946  -1.2264  -2.3018  -0.1828
N  1.2494  -3.5011  -1.3922  -0.0936
N  1.5934  3.2464  -0.1526  0.0086
N  2.6506  1.4015  0.8684  -0.0011
C  -1.3573  -1.4189  4.1151  -0.0898
C  -6.0700  -1.2411  0.2047  -0.0917
C  2.5713  -3.3524  -3.4782  -0.1837
C  3.6512  4.5768  -0.5770  -0.0772
C  -1.9325  -1.1218  2.8883  -0.1120
C  -1.7035  1.8641  1.0550  -0.1113
C  -1.7757  3.2532  1.0168  -0.1028
C  -3.7154  -1.4883  -0.3041  -0.2760
C  1.2313  -3.7020  -2.8469  -0.2513
C  -1.9955  1.0977  -0.0712  -0.3110
C  -5.3379  -3.0541  -1.1898  -0.0966
C  -2.4457  3.1466  -1.2858  -0.0970
C  -4.0260  -2.6161  -1.0620  -0.1128
C  1.8859  1.9294  -0.0649  -0.7068
C  -2.1555  3.8968  -0.1516  -0.1110
C  0.6135  -2.2494  3.0120  -0.0882
C  2.7466  -1.8483  -3.6287  -0.2286
C  -4.7579  -0.8021  0.3198  -0.1123
C  0.0143  -1.9616  1.7928  -0.1508
C  2.3861  2.3210  3.1487  -0.0710
C  -1.2408  -1.3709  1.7003  -0.2712
C  2.3913  4.3960  0.2583  -0.2398
C  3.3383  1.9967  2.0052  -0.2264
C  -0.5753  -1.4359  -1.3791  -0.4234
C  -0.0808  -1.9711  4.1783  -0.0936
C  -6.3613  -2.3685  -0.5512  -0.0996
C  -2.3586  1.7632  -1.2426  -0.1277
H  -7.3844  -2.7113  -0.6428  0.0981
H  1.9133  -1.4117  -4.1823  0.1215
H  -2.5719  1.1933  -2.1417  0.1041
H  4.0604  1.2446  2.3206  0.1164
H  2.6637  -3.8273  -4.4559  0.1129
H  3.9121  2.8703  1.6983  0.0911
H  3.5892  -1.5912  -1.7726  0.0053
H  1.9514  1.4038  3.5473  0.0766
H  -1.5385  3.8315  1.9024  0.0973
H  2.9159  2.8297  3.9562  0.0766
H  2.9202  -0.2168  -2.3673  0.0277
H  1.5676  2.9607  2.8134  0.0646
H  -1.8992  -1.2090  5.0294  0.0995
H  -3.2318  -3.1598  -1.5633  0.0899
H  4.3474  3.7501  -0.4219  0.0705
H  -0.9312  -1.3754  -2.4134  -0.0416
H  -1.4056  1.3763  1.9772  0.0896
H  0.4690  -3.0263  -3.2354  0.0921
H  3.4058  4.6113  -1.6396  0.0779
H  1.9038  -4.1169  -0.9163  0.0933
H  -2.2312  4.9773  -0.1789  0.0954
H  0.3214  -3.6954  -1.0288  0.0705
H  -4.5478  0.0980  0.8886  0.0963
H  0.5227  -2.2577  0.8707  0.0077
H  2.7413  0.3843  0.7982  -0.0548
H  2.6357  4.3211  1.3153  0.0861
H  -2.7411  3.6426  -2.2028  0.0982
H  0.9311  -4.7224  -3.1000  0.1123
H  3.6646  -1.6338  -4.1824  0.1153
H  -6.8670  -0.6981  0.6977  0.0995
H  -5.5618  -3.9273  -1.7903  0.0980
H  1.6045  -2.6842  3.0364  0.0901
H  1.7397  5.2639  0.1570  0.1191
H  0.9649  3.4228  -0.9227  0.1041
H  4.1580  5.5064  -0.3127  0.0760
H  -2.9255  -0.6852  2.8599  0.0986
H  0.3646  -2.1932  5.1402  0.0988
H  3.3826  -3.7472  -2.8565  0.1163

Atoms 1-3, force components in eV/Å:
Ru -0.549 -0.900 0.319
Ge 0.307 0.289 -0.031
Cl 0.353 -0.204 0.077

Calculated values
**Multiplicity**: 2
**Net charge**: 0


Record 4
ORCA calculation (ωB97M-V/def2-TZVPD) on a single C20H27N3O3 molecule.

Last column: natural (NBO) charge in e.
Positions of all 53 atoms, in Å:
O  -0.5358  2.9664  -0.2287  -0.6550
O  0.4859  3.0181  1.7634  -0.5046
O  3.0866  1.2069  -3.2745  -0.5224
N  0.8412  -0.4441  -2.8487  -0.4510
N  -0.3903  -0.6825  2.8360  -0.4762
N  -1.4931  0.6175  -0.9870  -0.5901
C  -0.2111  0.5342  2.4309  0.1307
C  -1.4933  -1.1829  0.7178  -0.0892
C  -1.1946  0.1430  0.2399  0.3096
C  -2.4784  -3.3847  0.5145  -0.2019
C  -0.5686  1.0228  1.1572  -0.3313
C  1.5173  0.1865  -1.7312  -0.2554
C  -1.2490  -2.8549  2.5121  0.0115
C  -0.6866  -3.2291  3.8507  -0.4249
C  -1.9587  -3.7540  1.7558  -0.1997
C  0.8035  -3.5537  3.7354  -0.5937
C  -2.2499  -2.1329  0.0061  -0.2155
C  0.8485  4.3755  1.5227  -0.0733
C  -1.6124  -0.0542  -2.2588  -0.2377
C  -0.2315  2.4019  0.8149  0.7984
C  0.9129  0.4176  -4.0125  -0.2528
C  2.3902  0.6300  -4.3534  -0.0688
C  -1.0271  -1.5485  2.0114  0.1589
C  2.9808  0.3998  -2.1250  -0.0703
C  -0.4482  -1.0256  -2.5733  -0.2181
C  -0.2804  5.3293  1.8879  -0.6341
H  -1.2502  1.6063  -1.0633  0.4395
H  1.2034  -3.8428  4.7043  0.2062
H  -3.0685  -4.0920  -0.0495  0.2126
H  0.2680  1.2035  3.1320  0.2067
H  1.4611  -0.4666  -0.8579  0.2094
H  -1.1384  5.1533  1.2435  0.2226
H  3.4494  -0.5782  -2.3116  0.1647
H  3.5232  0.9200  -1.3338  0.1916
H  -2.5584  -0.5992  -2.3360  0.1919
H  -0.8096  -2.3890  4.5339  0.2351
H  1.3417  -2.6784  3.3825  0.2166
H  2.8403  -0.3405  -4.6117  0.1651
H  -2.6910  -1.8791  -0.9404  0.2079
H  1.7261  4.5459  2.1499  0.1906
H  -0.3215  -1.7163  -1.7359  0.2099
H  1.0811  1.1662  -1.4774  0.1749
H  0.0532  6.3548  1.7580  0.2167
H  -0.7336  -1.6077  -3.4552  0.2004
H  -1.6382  0.7264  -3.0218  0.2111
H  1.1164  4.4928  0.4672  0.1998
H  0.4076  -0.0666  -4.8505  0.2031
H  0.9643  -4.3706  3.0344  0.1982
H  -2.1358  -4.7513  2.1326  0.2119
H  -0.5789  5.1789  2.9227  0.2109
H  2.5006  1.3190  -5.1925  0.1910
H  -1.2218  -4.0950  4.2451  0.2009
H  0.4516  1.4039  -3.8323  0.1676

Atoms 1-3, force components in eV/Å:
O 0.078 0.039 0.211
O -0.098 -0.297 0.123
O 0.030 0.185 -0.020

Calculated values
**Multiplicity**: 1
**Net charge**: 0


For reference, energy above the lowest of the compared OMol25 structures with the same formula, charge and spin by record: 0.408; 5.044; 0.885; 2.643 eV.
For reference, electronic energy by record: -51334.951; -10448.200; -117031.772; -31791.522 eV.